Formula: C2H10NO
Source: the OMol25 dataset
Level of theory: the ωB97M-V functional and the def2-TZVPD basis

Output
Charge   +1
HOMO-LUMO gap   0.425 Eh
ΔE to the lowest compared entry with this formula, charge and spin   117.8 kJ/mol
HOMO   -15.06 eV
Strongest force on any atom   1.98 eV/A
Molecular weight   64.1 g mol⁻¹

Last column: natural (NBO) charge in e.
Element x y z (Å)
H 0.948 -1.810 -0.928  0.444
H 0.678 -0.873 0.436  0.461
C 0.164 1.963 0.740  -0.248
C -1.067 -1.682 -0.454  -0.435
H -1.664 -1.074 0.217  0.242
N 0.333 -1.128 -0.491  -0.675
O 1.240 1.119 0.358  -0.810
H 0.331 -0.203 -0.914  0.462
H -1.534 -1.370 -1.391  0.233
H 2.145 1.432 0.342  0.515
H 0.419 2.982 0.877  0.214
H -0.293 1.539 1.635  0.181
H -0.622 1.865 -0.015  0.166
H -1.077 -2.760 -0.411  0.250

***

Formula: C2H10NO
Source: the OMol25 dataset
Level of theory: the ωB97M-V functional and the def2-TZVPD basis

Output
Charge   +1
HOMO-LUMO gap   0.452 Eh
ΔE to the lowest compared entry with this formula, charge and spin   134.5 kJ/mol
HOMO   -15.82 eV
Strongest force on any atom   4.57 eV/A
Molecular weight   64.1 g mol⁻¹

Last column: natural (NBO) charge in e.
Element x y z (Å)
H -0.979 -0.087 -1.666  0.199
H 2.162 -0.013 -1.000  0.421
H 2.961 -0.476 0.276  0.429
H 2.128 0.945 0.195  0.417
H -1.495 0.559 1.528  0.228
H -2.389 -0.700 -0.646  0.231
H -2.297 1.043 -0.929  0.256
H 1.167 -0.422 0.545  0.475
N 2.151 -0.010 -0.018  -0.917
C -1.769 0.155 -0.715  -0.629
H -0.184 1.138 0.412  0.166
C -0.948 0.359 0.530  -0.065
H -0.458 -1.683 0.569  0.525
O -0.050 -0.809 0.919  -0.736

***

Formula: C2H10NO
Source: the OMol25 dataset
Level of theory: the ωB97M-V functional and the def2-TZVPD basis

Output
Charge   +1
HOMO-LUMO gap   0.409 Eh
ΔE to the lowest compared entry with this formula, charge and spin   44.4 kJ/mol
HOMO   -15.00 eV
Strongest force on any atom   0.80 eV/A
Molecular weight   64.1 g mol⁻¹

Last column: natural (NBO) charge in e.
Element x y z (Å)
H 2.491 -0.285 1.325  0.239
H 1.745 1.294 1.006  0.224
H 0.176 1.101 -1.514  0.512
H 1.076 -1.292 -0.487  0.177
H -2.221 -0.585 1.276  0.446
O 0.009 0.415 -0.860  -0.794
H -1.385 -0.410 -0.207  0.488
C 1.582 0.217 0.989  -0.631
N -2.318 -0.410 0.276  -0.879
H -2.724 0.521 0.178  0.450
H 0.812 -0.049 1.705  0.192
H 2.064 0.029 -1.076  0.199
C 1.237 -0.222 -0.428  -0.072
H -2.958 -1.113 -0.115  0.450

***

Formula: C2H10NO2
Source: the OMol25 dataset
Level of theory: the ωB97M-V functional and the def2-TZVPD basis

Output
Charge   +1
HOMO-LUMO gap   0.405 Eh
ΔE to the lowest compared entry with this formula, charge and spin   54.1 kJ/mol
HOMO   -14.53 eV
Strongest force on any atom   1.17 eV/A
Molecular weight   80.1 g mol⁻¹

Last column: natural (NBO) charge in e.
Element x y z (Å)
H 0.740 1.570 -0.233  0.442
H -0.806 -0.388 0.081  0.290
H 0.732 1.276 -1.836  0.441
H -3.004 0.548 0.880  0.495
O -2.117 0.905 1.046  -0.980
H -0.230 -0.905 -1.534  0.232
H 1.642 -1.737 -0.670  0.191
H 1.481 -2.123 1.563  0.492
H 2.118 -0.292 0.135  0.169
H -0.682 1.606 -1.002  0.460
C 1.258 -0.964 0.005  -0.087
C 0.005 -0.339 -0.638  -0.272
O 0.815 -1.505 1.232  -0.704
N 0.211 1.103 -0.976  -0.665
H -2.165 1.245 1.947  0.498

***

Formula: C2H10NO2
Source: the OMol25 dataset
Level of theory: the ωB97M-V functional and the def2-TZVPD basis

Output
Charge   +1
HOMO-LUMO gap   0.400 Eh
ΔE to the lowest compared entry with this formula, charge and spin   56.7 kJ/mol
HOMO   -15.25 eV
Strongest force on any atom   0.97 eV/A
Molecular weight   80.1 g mol⁻¹

Last column: natural (NBO) charge in e.
Element x y z (Å)
H -0.694 -0.792 -1.882  0.238
O 1.222 -1.615 1.028  -0.963
N 0.063 0.644 -0.570  -0.371
O -2.053 0.150 1.139  -0.952
H -2.106 0.929 1.728  0.497
H -0.783 0.540 0.029  0.465
C 0.250 -0.328 -1.660  -0.436
C 0.798 1.656 -0.429  0.115
H 0.659 0.189 -2.511  0.226
H 1.634 1.776 -1.105  0.222
H -2.973 0.014 0.865  0.507
H 0.966 -1.061 -1.326  0.264
H 0.460 -1.887 1.556  0.481
H 0.557 2.329 0.381  0.223
H 1.759 -2.419 1.051  0.487

***

Formula: C2H10NO3
Source: the OMol25 dataset
Level of theory: the ωB97M-V functional and the def2-TZVPD basis

Output
Charge   -1
HOMO-LUMO gap   0.296 Eh
ΔE to the lowest compared entry with this formula, charge and spin   143.9 kJ/mol
HOMO   -3.99 eV
Strongest force on any atom   3.78 eV/A
Molecular weight   96.1 g mol⁻¹

Last column: natural (NBO) charge in e.
Element x y z (Å)
H 1.887 1.304 -1.349  0.171
H 0.119 -1.615 0.252  0.126
H 1.581 -0.315 0.158  0.084
H 0.428 -0.403 2.100  0.499
O -0.403 0.196 0.788  -0.965
H -0.599 -0.345 -1.526  0.336
H -1.978 -0.270 0.810  0.510
O -2.941 -0.530 0.649  -1.008
H 1.207 0.012 2.948  0.437
H -2.874 -0.387 -0.331  0.433
H 0.963 1.091 -2.872  0.182
O 0.738 -0.816 2.977  -1.000
C 0.811 1.055 -1.789  -0.437
C 0.435 -0.516 -0.040  0.097
H 0.239 1.863 -1.318  0.194
N 0.388 -0.326 -1.457  -0.660

***

Formula: C2H10NO3
Source: the OMol25 dataset
Level of theory: the ωB97M-V functional and the def2-TZVPD basis

Output
Charge   -1
HOMO-LUMO gap   0.279 Eh
ΔE to the lowest compared entry with this formula, charge and spin   59.4 kJ/mol
HOMO   -3.67 eV
Strongest force on any atom   0.94 eV/A
Molecular weight   96.1 g mol⁻¹

Last column: natural (NBO) charge in e.
Element x y z (Å)
O -0.359 1.255 1.124  -0.939
H -2.675 -0.340 0.373  0.443
C 0.073 0.002 0.878  0.121
H -2.184 0.979 0.914  0.513
H 0.726 2.137 0.061  0.511
H -0.470 -0.727 1.510  0.079
H 1.135 -0.104 1.101  0.095
H 0.945 -2.330 -0.255  0.141
H 0.841 -1.850 -1.935  0.181
H -0.992 -0.470 -0.909  0.353
O -3.010 0.441 0.832  -0.997
H 1.892 -1.000 -0.899  0.167
C 0.899 -1.452 -0.905  -0.402
O 1.440 2.403 -0.595  -1.012
H 1.794 1.522 -0.765  0.446
N -0.055 -0.467 -0.529  -0.700

***

Formula: C2H10NOS
Source: the OMol25 dataset
Level of theory: the ωB97M-V functional and the def2-TZVPD basis

Output
Charge   +1
HOMO-LUMO gap   0.345 Eh
ΔE to the lowest compared entry with this formula, charge and spin   71.8 kJ/mol
HOMO   -13.05 eV
Strongest force on any atom   3.36 eV/A
Molecular weight   96.2 g mol⁻¹

Last column: natural (NBO) charge in e.
Element x y z (Å)
C 0.451 -0.799 0.058  -0.203
H -3.725 -1.402 -2.197  0.501
H -3.861 -0.068 -1.301  0.493
H -1.397 -1.845 -0.303  0.442
N -1.067 -0.889 -0.172  -0.687
H 0.645 -1.800 0.401  0.232
C 0.669 0.438 0.989  -0.599
H -1.470 -0.473 0.673  0.434
H 0.885 -0.622 -0.931  0.230
O -3.334 -0.558 -1.962  -0.982
S 2.233 1.072 0.666  0.075
H -0.185 1.130 0.851  0.207
H -1.400 -0.398 -1.006  0.470
H 0.592 -0.031 1.980  0.241
H 2.400 1.553 1.881  0.147

***

Formula: C2H10NOS2
Source: the OMol25 dataset
Level of theory: the ωB97M-V functional and the def2-TZVPD basis

Output
Charge   +1
HOMO-LUMO gap   0.303 Eh
ΔE to the lowest compared entry with this formula, charge and spin   169.0 kJ/mol
HOMO   -11.92 eV
Strongest force on any atom   4.19 eV/A
Molecular weight   128.2 g mol⁻¹

Last column: natural (NBO) charge in e.
Element x y z (Å)
O -0.944 0.842 -3.628  -0.987
H 1.517 -0.084 -0.429  0.250
H 1.628 -1.855 1.995  0.160
S 1.040 -0.668 2.432  -0.153
H 0.694 1.981 -0.828  0.436
C 0.566 -0.092 -0.994  -0.225
H -0.613 1.518 -1.887  0.483
H -1.823 1.159 -3.984  0.507
S -0.763 -0.233 1.496  0.127
H -1.605 -0.330 -0.665  0.254
C -0.623 -0.650 -0.270  -0.604
H 0.974 1.521 -2.527  0.463
H -0.844 -1.711 -0.318  0.277
H 0.627 -0.647 -1.993  0.236
N 0.481 1.370 -1.587  -0.723
H -0.453 0.995 -4.499  0.501

***

Formula: C2H10NS2
Source: the OMol25 dataset
Level of theory: the ωB97M-V functional and the def2-TZVPD basis

Output
Charge   +1
HOMO-LUMO gap   0.364 Eh
ΔE to the lowest compared entry with this formula, charge and spin   15.1 kJ/mol
HOMO   -13.39 eV
Strongest force on any atom   0.56 eV/A
Molecular weight   112.2 g mol⁻¹

Last column: natural (NBO) charge in e.
Element x y z (Å)
H 1.158 -0.350 -1.316  0.436
C -1.280 -1.440 -1.082  -0.640
S 0.530 0.453 2.623  -0.127
H -1.220 -1.732 -0.032  0.228
H 0.807 1.199 -0.849  0.442
C -0.921 0.025 -1.229  -0.209
H -0.950 0.371 -2.260  0.229
N 0.514 0.217 -0.767  -0.694
H 2.651 1.619 3.700  0.161
H 0.610 -0.062 0.226  0.449
H -0.592 -2.066 -1.651  0.224
H -2.291 -1.635 -1.428  0.263
H 0.000 1.619 2.195  0.132
H -1.522 0.685 -0.612  0.226
S 2.505 1.097 2.482  -0.120